The following is a quantum chemistry calculation of a single C4H8O molecule, from the OMol25 dataset.

The structure (SMILES) is CC1(C)CO1. Its total energy is -6323.93781 eV. The energy relative to the best compared isomer or geometry (same formula, charge and spin) is 118.7 kJ/mol.

Positions of all 13 atoms, in Å:
H (1.623, -1.431, -0.393)
C (1.067, -0.668, -0.975)
H (1.741, 0.142, -1.275)
C (-1.165, -1.078, 0.363)
H (-1.683, -1.582, -0.499)
C (-0.069, -0.145, -0.063)
H (-1.910, -0.442, 0.877)
H (-0.777, -1.876, 1.077)
C (-0.267, 1.327, -0.106)
H (0.700, -1.102, -1.884)
O (0.490, 0.763, 0.940)
H (0.231, 1.844, -0.937)
H (-1.236, 1.728, 0.194)

---

The following is a quantum chemistry calculation of a molecular structure, C28H53As2FeNO3PSi2, from the OMol25 dataset.

Its total energy is -218625.95147 eV. As for the spin multiplicity: 6. As for the charge: +2.

Positions of all 91 atoms, in Å:
H (-2.828, 2.154, 3.724)
Si (1.548, 2.224, 1.992)
H (-4.069, 0.559, 2.009)
C (-3.261, -3.431, 0.663)
H (-0.851, 5.280, 1.259)
C (-3.047, 2.956, 0.580)
H (-3.072, -0.859, -3.858)
H (5.830, -3.272, 1.002)
H (1.006, -1.888, -3.743)
H (-2.490, -2.469, -4.321)
H (-0.208, -1.761, 2.139)
H (1.071, -2.851, -2.252)
P (2.319, -1.049, 0.106)
Si (-1.568, 2.932, 1.732)
H (-4.759, 0.575, -0.740)
H (3.078, 1.953, -0.035)
C (3.513, -0.116, -2.802)
C (-2.662, -2.491, -0.168)
C (0.440, -2.543, -3.082)
H (3.266, -1.137, -3.091)
C (-2.521, -5.190, -0.797)
H (0.986, -3.803, 2.903)
C (-0.749, 2.324, -2.672)
H (2.594, 1.542, -1.760)
H (1.595, 4.656, 2.668)
C (0.734, 4.162, -2.329)
C (3.148, 2.281, 0.999)
H (-2.467, -6.240, -1.048)
H (1.928, -3.840, 1.416)
H (-1.413, -4.589, -2.519)
H (2.138, -2.515, 2.589)
H (-0.177, 3.666, -4.231)
O (1.631, -0.215, -1.197)
C (1.416, -3.183, 2.116)
H (4.491, -2.388, 1.721)
N (-0.711, 2.007, -1.370)
H (3.534, 3.302, 0.994)
C (0.001, 2.264, 0.857)
H (-4.802, -1.010, 1.621)
H (2.420, 0.294, 3.281)
H (1.549, 0.768, -2.952)
Fe (-0.246, 0.302, -0.218)
C (0.301, -2.429, 1.443)
H (-3.788, -3.129, 1.559)
H (-1.116, 2.265, 4.070)
O (0.731, -1.609, 0.296)
H (-3.368, -0.926, 2.676)
H (3.900, 1.658, 1.488)
C (-3.185, -4.782, 0.350)
H (-3.397, 0.678, -1.874)
H (-1.731, 0.877, 3.188)
H (-2.288, 5.203, 2.257)
H (0.843, -0.135, 2.636)
C (0.059, 2.747, -0.529)
H (-4.326, -0.840, -1.714)
H (-3.268, 2.057, 0.017)
H (0.122, -3.414, -3.653)
C (1.422, 0.682, 3.067)
C (-2.185, -1.468, -4.020)
C (-3.863, -0.490, 1.810)
C (1.650, 3.687, 3.164)
C (-1.927, -4.249, -1.628)
C (-3.931, 0.027, -1.187)
H (4.980, -1.693, -0.678)
H (-3.650, -5.513, 0.997)
C (-1.988, -2.895, -1.321)
C (0.836, 3.808, -0.996)
H (-3.933, 3.221, 1.163)
As (-2.740, -0.601, 0.230)
As (-1.090, -1.548, -2.402)
H (0.953, 0.934, 4.019)
C (-1.837, 1.956, 3.311)
H (4.614, -3.339, -1.199)
H (-1.352, 1.680, -3.303)
H (-0.431, -3.109, 1.014)
C (-0.079, 3.414, -3.185)
H (-2.906, 3.757, -0.151)
H (0.912, 3.664, 3.965)
C (4.419, -2.594, -0.432)
H (1.471, 4.354, -0.312)
H (1.287, 5.010, -2.712)
C (-1.302, 4.755, 2.104)
H (4.260, -4.056, 1.147)
H (2.637, 3.623, 3.634)
C (4.754, -3.108, 0.944)
C (2.320, 0.587, -2.204)
O (2.987, -2.303, -0.602)
H (4.361, -0.134, -2.117)
H (3.830, 0.425, -3.693)
H (-1.592, -1.026, -4.820)
H (-0.712, 4.963, 2.992)

---

The following is a quantum chemistry calculation of 2 unconnected molecules or ions with the total composition C2H2ClFNO2, from the OMol25 dataset.

Its total energy is -22928.06004 eV. As for the charge: -1. The energy relative to the best compared isomer or geometry (same formula, charge and spin) is 528.1 kJ/mol.

Positions of all 9 atoms, in Å:
H (1.447, -0.454, 2.804)
H (2.114, -0.837, 0.949)
Cl (0.436, 0.777, 1.135)
C (1.525, -0.362, 1.777)
C (1.289, -2.055, -1.115)
O (2.338, -2.085, -0.468)
N (1.035, -0.673, -1.411)
F (-0.320, -0.321, -1.627)
O (0.616, -2.945, -1.730)

---

The following is a quantum chemistry calculation of a single CH2ClNO2 molecule, from the OMol25 dataset.

The structure (SMILES) is O=[N+]([O-])CCl. Its total energy is -19173.40949 eV. The energy relative to the best compared isomer or geometry (same formula, charge and spin) is 290.5 kJ/mol.

Positions of all 7 atoms, in Å:
N (2.012, 0.087, 0.034)
H (1.986, -1.725, 1.389)
Cl (-0.039, -1.570, 0.026)
O (3.089, 0.334, -0.337)
C (1.735, -1.376, 0.295)
O (1.083, 0.815, 0.202)
H (2.255, -2.099, -0.399)